The following is a DFT calculation (ωB97M-V/def2-TZVPD) of a molecular structure, C2H3NS2.

Summary:
energy	-929.058568	Eh
HOMO energy	-7.906	eV
energy relative to the best compared isomer or geometry (same formula, charge and spin)	154.3	kJ/mol
2S+1	1
orbital gap	8.65	eV
molar mass	105.2	g mol⁻¹

Element x y z (Å)
S (1.180, -0.593, 0.606)
S (-1.211, 0.834, -0.240)
N (0.804, -0.759, -0.921)
C (-0.343, 0.372, 1.183)
C (-0.306, -0.195, -1.269)
H (-0.608, -0.655, -2.323)
H (0.437, 1.251, 1.498)
H (-1.059, -0.205, 1.928)